Entry A
{"formula": "C2H9N2S", "method": "ωB97M-V/def2-TZVPD", "symbols": ["S", "N", "N", "C", "C", "H", "H", "H", "H", "H", "H", "H", "H", "H"], "coordinates": [[-2.06, -1.40, -1.65], [-0.72, -0.18, 1.69], [0.72, 0.15, -0.09], [0.35, 0.36, 1.14], [1.92, 0.70, -0.71], [-0.94, 0.00, 2.65], [0.96, 1.03, 1.74], [2.43, 1.34, 0.00], [-2.60, -0.17, -1.77], [1.64, 1.28, -1.59], [0.13, -0.46, -0.66], [2.58, -0.11, -1.00], [-3.05, -1.84, -0.87], [-1.36, -0.70, 1.11]], "mulliken_charge": [-0.445, -0.222, 0.023, 0.332, -0.729, 0.249, 0.283, 0.291, 0.238, 0.302, 0.036, 0.309, 0.202, 0.132], "total_charge": 1, "spin_multiplicity": 1, "lumo_ev": -3.28}

=====

Entry B
{"formula": "C2H9N2S", "method": "ωB97M-V/def2-TZVPD", "symbols": ["S", "N", "N", "C", "C", "H", "H", "H", "H", "H", "H", "H", "H", "H"], "coordinates": [[0.28, -1.55, -2.95], [-0.34, -1.43, 1.18], [0.09, 2.15, 0.27], [-0.28, -0.08, 1.14], [0.14, 0.67, 0.12], [0.15, -1.99, 0.51], [0.13, 2.43, 1.25], [0.54, 0.33, -0.82], [0.90, 2.57, -0.20], [1.10, -2.21, -2.12], [-0.82, -2.01, -2.33], [-0.75, 2.56, -0.15], [-0.52, -1.87, 2.06], [-0.63, 0.43, 2.03]], "mulliken_charge": [-0.353, -0.373, -0.309, -0.070, -0.191, 0.175, 0.357, 0.221, 0.381, 0.164, 0.186, 0.347, 0.242, 0.224], "total_charge": 1, "spin_multiplicity": 1, "lumo_ev": -3.55}

=====

Most stable structure: entry A

=====

Entry A
{"formula": "H68O34", "method": "ωB97M-V/def2-TZVPD", "symbols": ["O", "O", "O", "O", "O", "O", "O", "O", "O", "O", "O", "O", "O", "O", "O", "O", "O", "O", "O", "O", "O", "O", "O", "O", "O", "O", "O", "O", "O", "O", "O", "O", "O", "O", "H", "H", "H", "H", "H", "H", "H", "H", "H", "H", "H", "H", "H", "H", "H", "H", "H", "H", "H", "H", "H", "H", "H", "H", "H", "H", "H", "H", "H", "H", "H", "H", "H", "H", "H", "H", "H", "H", "H", "H", "H", "H", "H", "H", "H", "H", "H", "H", "H", "H", "H", "H", "H", "H", "H", "H", "H", "H", "H", "H", "H", "H", "H", "H", "H", "H", "H", "H"], "coordinates": [[-5.18, -11.77, 14.36], [-0.17, -7.06, 14.27], [-1.10, -8.93, 17.30], [-3.74, -14.42, 12.82], [-1.78, -15.88, 16.01], [-2.74, -8.50, 11.99], [-5.46, -15.30, 16.16], [-0.94, -15.66, 11.58], [1.27, -10.50, 15.21], [2.74, -12.10, 9.80], [0.57, -17.18, 13.14], [2.83, -8.44, 14.19], [-1.00, -6.27, 11.08], [2.66, -12.50, 13.79], [1.57, -14.96, 14.52], [-1.23, -12.71, 9.33], [-2.55, -11.70, 11.59], [-2.54, -9.07, 14.56], [-0.02, -9.41, 12.00], [0.24, -15.58, 18.42], [-6.83, -13.50, 17.82], [-0.30, -11.61, 18.27], [-3.47, -9.66, 19.59], [3.38, -9.24, 11.60], [1.44, -13.34, 17.19], [-4.25, -11.87, 18.33], [-3.32, -13.40, 15.99], [0.45, -11.95, 11.52], [-4.81, -9.79, 16.24], [-0.83, -13.74, 13.37], [-1.75, -13.86, 18.70], [-1.09, -11.34, 14.97], [4.55, -11.84, 11.74], [1.15, -7.53, 16.79], [1.64, -14.94, 15.49], [1.68, -9.64, 14.93], [0.78, -12.54, 12.26], [-4.19, -13.85, 15.89], [-1.65, -8.79, 16.47], [-1.19, -7.04, 10.56], [2.51, -12.84, 9.22], [1.38, -15.85, 14.14], [0.49, -11.87, 17.72], [-1.11, -16.13, 16.65], [-2.84, -8.71, 12.91], [-6.14, -15.08, 15.47], [0.38, -16.88, 12.25], [2.45, -13.44, 14.01], [-7.31, -13.38, 18.65], [-0.30, -8.41, 17.26], [-1.84, -6.04, 11.49], [-0.37, -6.80, 13.37], [-3.31, -9.29, 15.11], [-2.70, -14.11, 15.74], [4.10, -11.93, 10.86], [2.53, -9.40, 11.15], [-4.62, -10.35, 17.00], [-0.30, -17.42, 13.50], [-2.51, -16.51, 16.01], [-0.20, -13.96, 14.08], [-3.98, -11.35, 19.13], [-1.98, -9.91, 14.52], [0.67, -7.40, 15.93], [-0.34, -14.82, 18.63], [-3.38, -13.77, 13.45], [1.22, -6.65, 17.19], [-2.39, -14.17, 18.04], [-1.58, -11.46, 15.78], [0.36, -8.64, 12.46], [-0.14, -11.01, 15.15], [-6.01, -12.96, 17.89], [-5.28, -12.09, 13.46], [1.86, -11.96, 10.21], [-0.98, -9.27, 12.03], [-5.82, -14.98, 16.97], [-2.94, -9.25, 11.39], [-1.56, -11.66, 11.74], [-5.25, -10.39, 15.60], [0.43, -15.98, 19.27], [-2.98, -14.96, 12.50], [1.40, -14.09, 17.78], [1.89, -11.17, 14.85], [3.36, -8.51, 13.35], [-0.99, -12.75, 13.51], [5.44, -11.46, 11.59], [-1.34, -13.06, 18.31], [-0.58, -10.75, 17.92], [-4.32, -11.95, 14.63], [3.39, -8.88, 14.84], [-2.70, -9.74, 19.04], [2.25, -12.80, 17.41], [3.54, -12.43, 13.34], [-2.01, -12.25, 9.72], [-0.93, -7.56, 14.55], [3.82, -10.12, 11.76], [0.50, -11.04, 11.88], [-0.62, -14.84, 11.96], [-2.76, -12.64, 11.71], [-3.41, -12.20, 18.05], [-0.95, -15.54, 10.63], [-3.18, -9.04, 20.28], [-0.52, -12.57, 9.99]], "mulliken_charge": [-0.705, -0.750, -0.704, -0.723, -0.508, -0.623, -0.648, -0.750, -0.118, -0.709, -0.721, -0.654, -0.621, -0.541, -0.655, -0.695, -0.811, -0.977, -0.444, -0.701, -0.692, -0.746, -0.662, -0.721, -0.718, -0.637, 0.003, -0.618, -0.770, 0.619, -0.760, 0.934, -0.675, -0.659, 0.217, 0.101, 0.375, 0.261, 0.245, 0.298, 0.298, 0.307, 0.329, 0.230, 0.419, 0.306, 0.344, 0.285, 0.297, 0.453, 0.318, 0.216, 0.342, 0.031, 0.401, 0.266, 0.366, 0.320, 0.254, 0.062, 0.291, 0.410, 0.417, 0.456, 0.152, 0.284, 0.396, -0.181, 0.237, 0.032, 0.335, 0.302, 0.395, 0.075, 0.334, 0.244, 0.278, 0.366, 0.264, 0.385, 0.312, 0.190, 0.283, -0.327, 0.274, 0.518, 0.333, 0.214, 0.272, 0.363, 0.311, 0.292, 0.369, 0.340, 0.475, 0.260, 0.372, 0.392, 0.190, 0.308, 0.267, 0.341], "spin_multiplicity": 1, "lumo_ev": -0.02}

=====

Entry B
{"formula": "H68O34", "method": "ωB97M-V/def2-TZVPD", "symbols": ["O", "O", "O", "O", "O", "O", "O", "O", "O", "O", "O", "O", "O", "O", "O", "O", "O", "O", "O", "O", "O", "O", "O", "O", "O", "O", "O", "O", "O", "O", "O", "O", "O", "O", "H", "H", "H", "H", "H", "H", "H", "H", "H", "H", "H", "H", "H", "H", "H", "H", "H", "H", "H", "H", "H", "H", "H", "H", "H", "H", "H", "H", "H", "H", "H", "H", "H", "H", "H", "H", "H", "H", "H", "H", "H", "H", "H", "H", "H", "H", "H", "H", "H", "H", "H", "H", "H", "H", "H", "H", "H", "H", "H", "H", "H", "H", "H", "H", "H", "H", "H", "H"], "coordinates": [[-1.24, 2.88, 0.49], [-1.73, -0.68, 5.32], [0.87, 1.46, 4.68], [-2.18, 3.75, 2.90], [2.24, 4.36, -0.44], [-2.39, 1.05, -1.86], [-1.54, -2.03, 2.01], [4.24, -0.30, 0.11], [-0.47, 4.58, -1.61], [1.49, -4.20, -1.22], [4.18, -0.26, 2.66], [0.92, 4.70, 2.37], [-3.24, -3.07, -1.22], [3.07, -2.19, -3.12], [-4.53, 2.92, -2.45], [-2.38, 0.64, 2.87], [-0.01, -0.24, 0.21], [-0.51, -2.57, -2.25], [-0.23, -4.78, 2.28], [-1.28, 1.61, -4.34], [1.75, 3.90, -3.35], [2.53, 2.22, 1.96], [-4.51, -0.56, -1.11], [3.16, 1.45, -3.38], [0.52, 1.61, -1.88], [4.43, 2.40, -0.53], [-0.47, -4.52, -4.75], [1.01, -0.37, 2.80], [1.03, -0.58, -3.35], [0.22, -2.42, 4.65], [-4.38, -2.44, 2.04], [-5.73, 0.29, 1.17], [2.56, -2.40, 0.51], [-2.41, -4.74, 0.88], [1.43, 4.65, -0.85], [3.00, 2.84, 2.52], [-3.43, -2.41, 1.98], [1.94, -0.16, 2.90], [5.00, 2.90, -1.12], [-2.38, -2.80, -1.56], [-2.20, 1.53, -1.05], [3.07, -2.86, -2.43], [-1.18, -5.15, -4.87], [0.72, -4.86, 2.15], [-5.28, 0.40, 2.01], [-5.11, -0.22, 0.64], [-1.77, 3.64, 2.05], [2.45, 4.54, -3.18], [-2.53, -0.26, 2.57], [3.81, 1.22, -2.70], [-1.60, 1.18, -2.39], [-2.28, 1.15, 2.06], [3.58, -2.58, -3.83], [0.80, 0.93, -2.48], [0.71, 4.25, 3.18], [1.49, -5.13, -0.99], [0.59, -1.94, 3.91], [-1.23, 4.73, -2.17], [1.65, -1.28, -3.16], [-4.63, -3.19, 1.51], [-3.05, -3.40, -0.34], [-1.85, 0.86, -4.50], [-4.76, 2.99, -3.37], [-2.04, 2.91, 3.34], [2.21, 3.06, -3.40], [1.83, -3.77, -0.43], [0.54, 0.77, 5.25], [0.21, 0.49, -0.38], [1.07, 2.37, -2.11], [-0.78, 1.72, -5.15], [-0.90, -1.33, 1.88], [4.32, 0.63, -0.09], [4.94, -0.72, -0.38], [-1.60, -4.66, 1.39], [-0.46, -1.84, 5.00], [-3.82, -0.04, -1.51], [-0.09, -2.04, -2.92], [-0.38, -5.13, 3.16], [-0.83, -3.87, -4.14], [4.59, 0.61, 2.69], [0.14, 4.08, -2.16], [-4.16, -1.45, -1.11], [-2.68, -5.65, 0.99], [0.21, -3.03, -1.82], [-0.89, 3.46, -0.19], [1.34, -0.19, -4.17], [2.88, 2.38, 1.08], [-2.28, -0.05, 5.78], [-2.00, -0.60, 4.40], [1.17, 4.00, 1.76], [3.34, 0.82, -4.09], [3.67, 2.96, -0.40], [4.13, -0.46, 1.73], [0.96, 1.04, 3.82], [-0.43, -0.89, -0.35], [-3.95, 2.16, -2.40], [3.04, -1.58, 0.43], [0.87, -0.42, 1.86], [2.67, -2.65, 1.43], [-1.01, -2.78, 2.28], [2.92, 4.58, -1.08], [-0.68, 2.10, 0.45]], "mulliken_charge": [-0.588, -0.695, -0.696, -0.664, -0.643, -0.643, 0.012, -0.615, -0.739, -0.637, -0.687, -0.635, -0.759, -0.536, -0.606, -0.491, 1.216, -0.626, -0.614, -0.567, -0.604, -0.222, -0.716, -0.578, 0.807, -0.659, -0.630, -0.001, -0.906, -0.720, -0.556, -0.615, -0.597, -0.591, 0.329, 0.294, 0.280, 0.427, 0.308, 0.350, 0.444, 0.268, 0.303, 0.229, 0.317, 0.375, 0.392, 0.287, 0.138, 0.251, 0.076, 0.179, 0.243, 0.298, 0.348, 0.290, 0.144, 0.257, 0.433, 0.309, 0.275, 0.257, 0.272, 0.320, 0.280, 0.352, 0.317, -0.423, -0.329, 0.249, -0.165, 0.197, 0.265, 0.379, 0.485, 0.284, 0.305, 0.259, 0.335, 0.241, 0.157, 0.490, 0.227, 0.395, 0.340, 0.154, -0.082, 0.300, 0.352, 0.272, 0.266, 0.312, 0.478, 0.337, -0.095, 0.377, 0.272, -0.134, 0.281, 0.134, 0.248, -0.005], "spin_multiplicity": 1, "lumo_ev": -1.57}

=====

Entry C
{"formula": "H68O34", "method": "ωB97M-V/def2-TZVPD", "symbols": ["O", "O", "O", "O", "O", "O", "O", "O", "O", "O", "O", "O", "O", "O", "O", "O", "O", "O", "O", "O", "O", "O", "O", "O", "O", "O", "O", "O", "O", "O", "O", "O", "O", "O", "H", "H", "H", "H", "H", "H", "H", "H", "H", "H", "H", "H", "H", "H", "H", "H", "H", "H", "H", "H", "H", "H", "H", "H", "H", "H", "H", "H", "H", "H", "H", "H", "H", "H", "H", "H", "H", "H", "H", "H", "H", "H", "H", "H", "H", "H", "H", "H", "H", "H", "H", "H", "H", "H", "H", "H", "H", "H", "H", "H", "H", "H", "H", "H", "H", "H", "H", "H"], "coordinates": [[-3.74, -0.84, -2.14], [-1.53, 1.38, 3.16], [3.07, 0.88, -4.28], [-5.01, 2.47, -2.80], [-1.13, 3.36, 1.37], [1.60, -0.34, 2.66], [1.40, 2.81, -2.39], [1.72, 3.73, 1.05], [-2.29, 3.80, -4.16], [-3.31, -4.25, -0.08], [-2.78, 1.99, -0.67], [4.86, -2.21, 0.44], [4.58, 3.70, 0.01], [2.90, -1.73, -4.58], [-1.57, -2.09, -3.14], [-1.39, 5.55, 2.82], [-1.07, 1.63, -2.78], [1.55, -0.89, -1.76], [5.78, 0.53, 0.38], [3.21, 1.07, -0.50], [5.32, 0.76, -2.62], [-4.16, 2.09, 2.70], [0.33, 0.44, 0.27], [-1.32, -2.71, 1.34], [2.60, -2.78, 2.58], [-0.25, -1.74, 4.48], [0.24, -3.39, -1.28], [3.09, 2.23, 3.04], [-2.98, -2.11, 3.50], [-4.89, -1.81, 0.91], [2.54, -4.26, -1.89], [-2.65, -0.40, 0.70], [1.31, -4.72, 1.08], [-5.96, 1.15, 0.67], [-0.87, 0.70, -2.86], [-4.16, 2.23, -2.44], [-3.22, 1.91, 2.69], [3.55, 3.06, 3.14], [-3.15, -4.88, -0.78], [3.34, 1.73, 3.82], [2.01, -1.12, -2.57], [0.65, 0.07, -0.56], [3.63, -2.13, -4.11], [2.36, -1.86, 2.65], [-0.89, 2.68, 1.99], [-5.38, -2.24, 1.61], [0.02, -3.38, -0.35], [-5.57, 2.60, -2.03], [-1.77, -2.64, 2.18], [-1.42, 1.25, 4.11], [-0.44, -3.01, 1.56], [-2.46, 3.42, -5.02], [-1.07, 4.86, 2.24], [-3.89, -1.39, -1.37], [-3.05, 1.28, -0.08], [-1.20, 0.58, 2.77], [2.76, 1.50, -4.95], [1.84, 2.67, -3.23], [4.89, 4.39, 0.60], [1.25, -0.01, 1.84], [1.79, -3.97, 1.43], [1.14, -3.71, -1.31], [-5.29, 1.31, 1.33], [3.98, -2.37, 0.79], [3.62, 3.77, 0.05], [-3.87, -1.75, 3.59], [2.49, -4.83, -2.66], [4.46, 0.70, -3.05], [3.44, -3.92, -1.90], [-3.58, -0.63, 0.75], [0.59, 2.30, -2.46], [-2.76, -2.41, 4.39], [-2.19, -1.49, -2.74], [1.92, 4.65, 1.23], [0.15, -1.37, 3.70], [1.91, 0.43, 3.13], [-1.95, 5.09, 3.45], [5.50, -0.35, 0.63], [2.84, 1.95, -0.51], [-4.49, 1.58, 3.43], [2.16, 3.24, 1.75], [4.80, -2.49, -0.47], [-5.94, 0.20, 0.53], [1.89, -5.10, 0.42], [2.96, -3.00, 3.44], [2.85, -2.21, -5.41], [2.51, 0.52, -0.85], [4.97, 1.04, 0.36], [-0.62, 0.32, 0.24], [-0.38, -2.66, 4.27], [-4.61, -0.54, -2.39], [-0.33, 3.52, 0.86], [-2.20, -1.24, 0.82], [-1.82, 3.11, -3.68], [5.12, 1.02, -1.72], [-1.76, 1.67, -2.12], [-2.32, 2.61, -0.10], [-2.46, -3.81, 0.04], [0.96, -1.63, -1.61], [2.62, 0.06, -4.50], [-1.28, -2.65, -2.42], [-4.62, -2.52, 0.34]], "mulliken_charge": [-0.706, -0.687, -0.635, -0.688, -0.757, -0.589, -0.503, -0.660, -0.605, -0.640, -0.312, -0.629, -0.562, -0.539, -0.654, -0.653, -0.901, -0.084, -0.712, 0.462, -0.691, -0.706, 0.893, -0.187, -0.641, -0.623, -0.652, -0.608, -0.500, -0.535, -0.525, 0.932, -0.639, -0.637, 0.223, 0.331, 0.366, 0.226, 0.318, 0.238, -0.126, -0.046, 0.267, 0.413, 0.312, 0.238, 0.419, 0.314, 0.132, 0.244, -0.089, 0.286, 0.498, 0.208, 0.051, 0.173, 0.287, 0.233, 0.270, 0.207, 0.389, 0.195, 0.366, 0.332, 0.309, 0.210, 0.265, 0.348, 0.210, -0.185, 0.371, 0.227, 0.400, 0.274, 0.340, 0.269, 0.261, 0.409, 0.065, 0.277, 0.328, 0.247, 0.305, 0.319, 0.291, 0.232, -0.210, 0.277, -0.398, 0.322, 0.323, 0.299, -0.098, 0.390, 0.379, 0.401, 0.217, 0.291, 0.270, 0.244, 0.252, 0.166], "spin_multiplicity": 1, "lumo_ev": -0.85}

=====

Most stable structure: entry A